{"formula": "C9H21ClHfNO5P2", "method": "ωB97M-V/def2-TZVPD", "species": ["C", "C", "H", "H", "H", "O", "Cl", "Hf", "P", "C", "C", "H", "H", "H", "H", "H", "H", "C", "H", "H", "H", "P", "C", "C", "H", "H", "H", "C", "H", "H", "H", "H", "H", "H", "C", "O", "O", "N", "O", "O"], "coordinates": [[0.083, -0.062, -4.067], [0.138, 0.185, -2.590], [1.095, -0.054, -4.451], [-0.504, 0.762, -4.504], [-0.386, -1.042, -4.264], [1.126, 0.319, -1.885], [-1.367, 0.094, -1.942], [-0.787, -0.048, 1.526], [-0.223, 2.401, 0.312], [1.382, 3.152, 0.747], [-0.512, 3.257, -1.279], [-0.655, 4.333, -1.103], [-1.373, 4.363, 1.118], [-1.406, 2.884, -1.794], [-2.421, 2.906, 1.213], [2.129, 2.823, 0.008], [0.345, 3.141, -1.959], [-1.409, 3.299, 1.385], [1.301, 4.247, 0.735], [-1.142, 3.151, 2.446], [1.690, 2.810, 1.744], [-0.060, -2.358, 0.156], [1.518, -3.090, 0.703], [-1.287, -3.347, 1.103], [-1.104, -2.809, -2.026], [-0.221, -4.213, -1.396], [0.673, -2.867, -2.132], [-0.192, -3.123, -1.500], [-2.298, -2.976, 0.888], [-1.199, -4.390, 0.780], [1.487, -4.179, 0.579], [1.692, -2.834, 1.757], [-1.089, -3.262, 2.182], [2.331, -2.674, 0.090], [1.267, -0.022, 1.257], [2.425, -0.023, 1.447], [0.301, 0.890, 4.196], [-0.012, -0.119, 3.608], [0.361, -1.287, 3.727], [-1.696, -0.235, 3.185]], "gap_ev": 5.55, "spin_multiplicity": 1, "lumo_ev": -15.1, "fmax_ev_per_a": 10.16, "de_lowest_kj_mol": 289.6, "e_tot_ev": -53771.2221, "total_charge": 3}